*1*
This record from the OMol25 dataset describes 2 unconnected molecules or ions with the total composition C4H7FN3O. The level of theory is ωB97M-V/def2-TZVPD.

Geometry as ORCA input:
```
! wB97M-V def2-TZVPD RIJCOSX def2/J DEFGRID3
* xyz 1 1
C -0.305 2.290 -0.377
C -1.345 1.365 -0.247
C 2.476 0.148 -0.036
C 1.026 2.215 -0.519
N 1.674 1.047 -0.175
N -1.131 0.118 -0.361
N 0.278 -2.032 -0.553
O 3.026 -0.904 -0.051
F -2.122 -0.753 0.006
H -0.779 3.220 -0.418
H -2.292 1.791 -0.171
H 1.607 3.122 -0.683
H -0.014 -1.007 -0.343
H -0.493 -2.682 -0.243
H 1.028 -2.384 0.007
H 0.514 -1.964 -1.533
*
```

frontier orbital gap = 8.82 eV
HOMO level = -13.51 eV



*2*
This record from the OMol25 dataset describes 2 unconnected molecules or ions with the total composition C4H7FN3O. The level of theory is ωB97M-V/def2-TZVPD.

Geometry as ORCA input:
```
! wB97M-V def2-TZVPD RIJCOSX def2/J DEFGRID3
* xyz 1 1
C 1.127 1.980 -0.101
C -2.529 -0.312 -0.158
C -2.220 -1.589 -0.319
C 0.834 -0.380 0.409
N 0.133 2.370 0.522
N 1.509 0.613 -0.107
N 1.229 -1.535 0.291
O -2.796 0.785 0.016
F -1.138 -1.992 -1.038
H 1.908 2.634 -0.473
H -3.015 -2.280 0.067
H -0.122 -0.078 0.884
H -0.037 3.352 0.615
H 2.492 0.451 -0.546
H 0.486 -2.251 0.179
H 2.141 -1.769 -0.241
*
```

frontier orbital gap = 8.74 eV
HOMO level = -12.85 eV



The least stable of the structures above is *1*, whereas *2* is the most stable.